Entry 1:
A molecular structure, C36H29BI2N2OP2STl. Source: OMol25; level of theory: ωB97M-V with the def2-TZVPD basis set.

Calculated values
Energy relative to the best compared isomer or geometry (same formula, charge and spin): 1.037 eV
2S+1: 2
Highest occupied orbital energy (spin up / spin down): -8.20 / -8.28 eV
Net charge: 0
LUMO level (spin up / spin down): -0.52 / -2.47 eV

Last column: Mulliken charge in e.
CARTESIAN COORDINATES (ANGSTROEM)
Tl (-0.20, 2.09, -1.46)  0.96
I (1.10, 0.64, 3.91)  0.13
C (2.26, 1.91, 2.79)  -0.57
C (3.49, 2.35, 3.17)  -0.24
C (4.18, 3.42, 2.43)  -0.41
I (6.02, 4.13, 3.21)  0.11
C (3.68, 3.87, 1.20)  1.11
C (4.37, 4.74, 0.32)  -0.72
C (3.73, 5.16, -0.82)  -0.75
C (2.42, 4.70, -1.11)  -0.64
N (1.86, 3.72, -0.46)  -0.08
C (2.43, 3.33, 0.64)  -0.10
C (1.70, 2.30, 1.52)  0.74
O (0.67, 1.81, 1.05)  -0.55
H (3.91, 1.87, 3.98)  0.62
H (5.34, 5.12, 0.60)  0.24
H (4.24, 5.85, -1.51)  0.38
H (1.81, 5.10, -1.90)  0.55
B (-0.36, 5.36, 1.63)  0.32
C (-0.99, 4.19, 0.72)  0.37
N (-1.53, 3.39, 0.06)  -0.79
H (0.74, 4.95, 2.02)  -0.25
H (-1.12, 5.43, 2.53)  -0.16
H (-0.49, 6.39, 0.96)  -0.17
S (1.99, 7.73, 2.85)  0.02
C (3.50, 7.50, 2.74)  -0.03
C (-1.34, -2.53, -0.90)  -1.36
P (-2.26, -0.89, -0.62)  0.92
C (-3.61, -1.24, 0.51)  -0.15
C (-3.98, -0.18, 1.33)  -0.28
C (-5.13, -0.29, 2.08)  -0.49
C (-5.94, -1.41, 1.94)  -0.50
C (-5.58, -2.53, 1.17)  -0.55
C (-4.37, -2.43, 0.50)  0.00
C (-3.14, -0.66, -2.22)  0.75
C (-2.27, -0.56, -3.33)  -0.46
C (-2.77, -0.35, -4.60)  -0.57
C (-4.10, 0.02, -4.75)  -0.51
C (-4.90, 0.18, -3.64)  -0.62
C (-4.47, -0.26, -2.37)  -0.51
P (-0.11, -2.73, 0.51)  -0.09
C (0.56, -4.42, 0.25)  0.36
C (0.57, -5.07, -1.01)  0.07
C (1.30, -6.29, -1.18)  -0.76
C (1.95, -6.78, -0.08)  -0.30
C (1.93, -6.16, 1.17)  -0.65
C (1.24, -4.97, 1.32)  -0.24
C (1.32, -1.79, -0.05)  1.24
C (2.16, -1.59, 1.03)  -0.65
C (3.47, -1.03, 0.85)  -0.70
C (3.93, -0.74, -0.45)  -0.75
C (3.04, -1.01, -1.51)  -0.43
C (1.77, -1.57, -1.36)  -0.33
H (-0.70, -2.50, -1.84)  0.10
H (-2.07, -3.34, -0.86)  0.66
H (-3.33, 0.68, 1.49)  0.41
H (-5.32, 0.45, 2.86)  0.38
H (-6.72, -1.58, 2.69)  0.31
H (-6.09, -3.51, 1.18)  0.38
H (-3.94, -3.29, -0.06)  0.16
H (-1.26, -0.96, -3.12)  0.17
H (-2.05, -0.47, -5.42)  0.37
H (-4.55, 0.26, -5.75)  0.29
H (-5.87, 0.61, -3.66)  0.44
H (-5.16, -0.33, -1.59)  0.42
H (-0.02, -4.60, -1.87)  0.17
H (1.33, -6.79, -2.16)  0.38
H (2.55, -7.70, -0.17)  0.33
H (2.40, -6.54, 2.09)  0.36
H (1.37, -4.46, 2.25)  0.32
H (1.82, -1.79, 2.06)  0.51
H (4.20, -0.80, 1.67)  0.35
H (4.97, -0.47, -0.67)  0.40
H (3.30, -0.87, -2.58)  0.36
H (1.14, -1.74, -2.23)  0.19


Entry 2:
A molecular structure, C36H29Cl2CrN5O2S2Te. Source: OMol25; level of theory: ωB97M-V with the def2-TZVPD basis set.

Calculated values
Energy relative to the best compared isomer or geometry (same formula, charge and spin): 0.659 eV
2S+1: 2
Highest occupied orbital energy (spin up / spin down): -10.34 / -10.36 eV
Net charge: +1
LUMO level (spin up / spin down): -3.78 / -3.78 eV

Last column: Mulliken charge in e.
CARTESIAN COORDINATES (ANGSTROEM)
Cr (0.17, -0.20, -0.07)  -0.33
S (-2.45, 2.82, -1.98)  -0.35
C (-2.54, 3.03, -0.22)  0.17
C (-3.43, 3.86, 0.37)  -1.48
C (-3.65, 3.93, 1.83)  0.05
C (-2.38, 4.18, 2.69)  -0.54
C (-1.41, 1.88, 1.82)  -0.18
C (-1.67, 2.06, 0.40)  -0.44
N (-1.30, 1.06, -0.48)  0.47
C (-1.54, 1.37, -1.74)  0.28
C (-0.74, 0.68, -2.70)  0.94
C (-0.93, 0.67, -4.08)  -0.79
C (0.01, 0.03, -4.87)  -0.80
C (1.13, -0.54, -4.28)  -0.71
C (1.32, -0.50, -2.90)  -0.15
C (0.37, 0.08, -2.08)  0.10
H (-4.05, 4.46, -0.27)  0.49
H (-4.48, 4.59, 2.05)  0.61
H (-2.74, 4.53, 3.67)  1.02
H (-1.33, 0.84, 2.11)  0.29
H (-1.81, 1.14, -4.51)  0.50
H (-0.13, -0.03, -5.93)  0.44
H (1.87, -1.03, -4.90)  0.45
H (2.21, -0.94, -2.47)  0.51
N (1.60, -6.24, 4.56)  -0.50
C (1.88, -5.03, 4.00)  1.07
C (2.79, -4.94, 2.94)  -0.81
C (3.00, -3.74, 2.29)  -0.52
C (2.30, -2.62, 2.70)  -0.06
C (1.44, -2.67, 3.79)  -0.49
C (1.23, -3.87, 4.43)  -0.83
S (2.50, -1.12, 1.78)  0.95
O (3.88, -0.81, 1.59)  -0.72
O (1.65, -0.08, 2.34)  -0.50
N (1.70, -1.35, 0.35)  0.21
C (1.29, -2.45, -0.26)  0.15
N (0.08, -2.19, -0.84)  0.16
C (-0.43, -3.10, -1.66)  0.06
C (0.24, -4.29, -1.90)  -0.90
C (1.41, -4.51, -1.17)  -0.52
N (1.93, -3.61, -0.35)  -0.34
H (2.19, -7.02, 4.35)  0.21
H (1.10, -6.26, 5.44)  0.21
H (3.34, -5.82, 2.63)  0.31
H (3.70, -3.66, 1.48)  0.42
H (0.97, -1.76, 4.13)  0.68
H (0.57, -3.92, 5.29)  0.32
H (-1.38, -2.86, -2.13)  0.47
H (-0.14, -5.02, -2.59)  0.46
H (1.96, -5.43, -1.26)  0.48
Cl (-2.90, -1.43, 0.04)  -0.08
C (-2.54, -1.72, 1.75)  -0.37
Cl (-0.78, -1.52, 1.99)  -0.09
H (-2.82, -2.75, 2.00)  0.46
H (-3.08, -1.00, 2.35)  0.22
Te (0.59, 2.48, 1.10)  0.04
C (-2.19, 2.64, 2.85)  2.78
C (-1.79, 2.21, 4.22)  -1.62
C (-2.69, 2.10, 5.19)  -0.82
C (-4.11, 2.31, 4.94)  -0.67
C (-4.58, 2.48, 3.70)  -1.53
C (-3.71, 2.52, 2.50)  0.06
C (-1.29, 5.11, 2.26)  0.25
C (-1.43, 5.98, 1.19)  -0.27
C (-0.48, 6.96, 0.96)  -1.00
C (0.61, 7.10, 1.81)  -0.55
C (0.75, 6.23, 2.88)  -0.81
C (-0.18, 5.24, 3.10)  -0.21
H (-0.73, 2.02, 4.37)  0.60
H (-2.40, 1.83, 6.20)  0.49
H (-4.77, 2.27, 5.78)  0.46
H (-5.65, 2.56, 3.51)  0.50
H (-3.97, 1.72, 1.80)  0.47
H (-2.30, 5.92, 0.55)  0.42
H (-0.60, 7.64, 0.13)  0.43
H (1.32, 7.89, 1.65)  0.42
H (1.59, 6.34, 3.55)  0.43
H (-0.10, 4.60, 3.97)  0.44


Entry 3:
A molecular structure, C36H29ClIrN3O3PS2. Source: OMol25; level of theory: ωB97M-V with the def2-TZVPD basis set.

Calculated values
Energy relative to the best compared isomer or geometry (same formula, charge and spin): 1.900 eV
2S+1: 2
Highest occupied orbital energy (spin up / spin down): -12.42 / -12.42 eV
Net charge: +2
LUMO level (spin up / spin down): -7.60 / -8.41 eV

Last column: Mulliken charge in e.
CARTESIAN COORDINATES (ANGSTROEM)
Ir (-0.07, 0.25, 0.27)  0.92
C (-2.31, -2.76, 2.42)  -0.84
C (-2.00, -3.93, 1.72)  -0.47
C (-1.17, -3.85, 0.63)  -0.91
C (-0.65, -2.61, 0.23)  0.88
N (-0.96, -1.49, 0.94)  -0.04
C (-1.77, -1.57, 1.99)  0.10
C (0.22, -2.39, -0.89)  0.39
C (0.75, -3.34, -1.74)  -0.75
C (1.62, -2.94, -2.76)  -1.00
C (1.93, -1.60, -2.93)  -0.52
C (1.38, -0.66, -2.07)  0.31
N (0.53, -1.06, -1.06)  0.38
C (1.61, 0.76, -2.07)  0.56
C (2.45, 1.45, -2.95)  -0.64
C (2.61, 2.81, -2.82)  -0.84
C (1.91, 3.48, -1.80)  -0.59
C (1.09, 2.76, -0.97)  0.36
N (0.94, 1.44, -1.08)  0.09
H (-2.97, -2.78, 3.28)  0.45
H (-2.42, -4.87, 2.03)  0.48
H (-0.92, -4.74, 0.06)  0.41
H (-1.98, -0.65, 2.52)  0.46
H (0.50, -4.38, -1.62)  0.47
H (2.04, -3.68, -3.42)  0.52
H (2.59, -1.29, -3.71)  0.45
H (2.96, 0.92, -3.74)  0.43
H (3.25, 3.35, -3.49)  0.49
H (2.02, 4.55, -1.67)  0.44
H (0.54, 3.24, -0.17)  0.17
S (2.59, -1.39, 4.35)  -0.09
P (3.63, -0.59, 2.83)  0.74
S (2.38, -0.01, 1.31)  -0.25
C (4.83, -1.81, 2.18)  0.66
C (5.91, -2.15, 2.98)  -0.60
C (6.79, -3.13, 2.54)  -0.66
C (6.58, -3.76, 1.33)  -0.52
C (5.50, -3.41, 0.54)  -0.63
C (4.61, -2.44, 0.96)  -0.11
C (4.47, 0.97, 3.27)  0.76
C (4.43, 1.50, 4.55)  -0.52
C (4.98, 2.75, 4.77)  -0.64
C (5.54, 3.46, 3.72)  -0.51
C (5.58, 2.92, 2.44)  -0.76
C (5.04, 1.67, 2.21)  -0.50
H (6.07, -1.66, 3.93)  0.38
H (7.64, -3.39, 3.15)  0.42
H (7.27, -4.52, 0.99)  0.40
H (5.34, -3.89, -0.42)  0.43
H (3.76, -2.16, 0.35)  0.27
H (3.98, 0.95, 5.36)  0.38
H (4.96, 3.17, 5.76)  0.44
H (5.94, 4.45, 3.89)  0.44
H (6.02, 3.47, 1.62)  0.44
H (5.04, 1.24, 1.22)  0.46
C (-3.58, 5.22, 0.40)  -1.89
C (-2.14, 5.25, 0.79)  1.19
C (-1.28, 6.09, 0.10)  -0.73
C (0.05, 6.23, 0.46)  0.13
Cl (1.08, 7.24, -0.45)  -0.18
C (0.55, 5.56, 1.59)  -0.72
C (-0.28, 4.74, 2.30)  -0.26
C (-1.62, 4.53, 1.90)  0.30
O (-2.30, 3.65, 2.65)  -0.55
C (-3.02, 2.60, 2.05)  -0.72
C (-2.04, 1.70, 1.27)  1.04
O (-2.43, 1.09, 0.27)  -0.64
O (-0.86, 1.60, 1.69)  -0.74
H (-3.83, 6.14, -0.12)  0.50
H (-4.23, 5.14, 1.27)  0.38
H (-3.78, 4.39, -0.28)  0.31
H (-1.68, 6.67, -0.72)  0.46
H (1.59, 5.68, 1.88)  0.48
H (0.06, 4.21, 3.18)  0.44
H (-3.82, 2.92, 1.37)  0.25
H (-3.45, 2.02, 2.87)  0.34